Entry 1:
# C6H17NO

A 2-piece molecular cluster, C6H17NO overall (ωB97M-V with the def2-TZVPD basis set, the OMol25 dataset).

Last column: Löwdin charge in e.
Element x y z (Å)
C: 1.21126 -1.85892 0.54174  -0.06
C: 0.88161 -0.49366 1.24893  -0.36
C: 0.91802 -0.72801 2.78792  -0.11
C: -0.63089 -0.20305 1.00693  -0.21
C: -0.97556 0.40664 -0.35993  -0.37
C: -0.59033 -0.32839 -1.57294  -0.14
N: -0.50108 1.98270 -0.44441  0.04
H: 0.79730 -2.03322 -0.44176  0.05
H: 0.84409 -2.60937 1.17744  0.05
H: 2.25885 -2.07062 0.61198  0.07
H: 1.31792 0.40259 0.74178  0.14
H: 0.08960 -1.37609 3.09149  0.08
H: 0.82687 0.16480 3.41266  0.06
H: 1.89540 -0.93212 3.33295  0.09
H: -1.04705 0.50288 1.77961  0.12
H: -1.17131 -1.15414 1.21730  0.12
H: -2.18155 0.60120 -0.58943  0.17
H: 0.34980 -0.14646 -2.02616  0.07
H: -1.43688 -0.00199 -2.21846  0.08
H: -0.76772 -1.39170 -1.67934  0.07
H: -1.27734 2.53465 -0.73634  0.04
H: -0.24282 2.19136 0.50170  0.03
O: -0.58051 2.43225 -3.82754  -0.09
H: 0.10066 2.21651 -3.11867  0.04
H: -0.08834 1.89212 -4.43744  0.01

Properties
Net charge = 0
E_HOMO = -9.367 eV
SMILES = CC(C)C[C@H](C)N.O
Energy relative to the best compared isomer or geometry (same formula, charge and spin) = 240.4 kJ/mol

=====

Entry 2:
# C6H17NO

A 2-piece molecular cluster, C6H17NO overall (ωB97M-V with the def2-TZVPD basis set, the OMol25 dataset).

Last column: Löwdin charge in e.
Element x y z (Å)
C: -1.43880 0.80172 1.93674  -0.14
N: -1.92089 1.49770 0.76843  -0.14
C: -1.17670 1.30587 -0.46414  -0.23
C: -0.78500 -0.11704 -0.87939  -0.19
C: 0.70236 -0.42029 -0.89396  -0.43
C: 1.30527 -0.05836 -2.27530  -0.07
C: 0.91441 -1.94244 -0.67704  -0.09
H: -0.51765 1.31399 2.22213  0.07
H: -1.28676 -0.27939 1.76761  0.07
H: -2.12928 0.81046 2.77798  0.08
H: -2.91642 1.40171 0.59756  0.10
H: -0.23474 1.85925 -0.26537  0.12
H: -1.64871 1.84689 -1.28124  0.11
H: -1.25634 -0.85012 -0.21675  0.10
H: -1.17073 -0.35035 -1.87586  0.11
H: 1.25885 0.04604 -0.08024  0.12
H: 2.35217 -0.34833 -2.35573  0.07
H: 1.24562 1.01540 -2.44474  0.07
H: 0.73982 -0.62981 -3.00756  0.08
H: 1.82347 -2.37415 -1.08777  0.07
H: 0.08452 -2.55350 -1.05325  0.08
H: 0.83786 -2.13931 0.39956  0.07
O: 1.65529 -0.00634 3.16413  -0.07
H: 2.53930 0.15494 2.80995  0.04
H: 1.02307 0.01543 2.41425  0.00

Properties
Net charge = 0
E_HOMO = -8.665 eV
SMILES = CNCCC(C)C.O
Energy relative to the best compared isomer or geometry (same formula, charge and spin) = 84.9 kJ/mol

=====

Entry 3:
# C6H17NO

A 2-piece molecular cluster, C6H17NO overall (ωB97M-V with the def2-TZVPD basis set, the OMol25 dataset).

Last column: Löwdin charge in e.
Element x y z (Å)
C: 0.27248 2.27546 -1.23350  -0.11
C: -0.32255 1.24219 -0.27358  -0.26
C: 0.70990 0.20836 0.18595  -0.22
C: 0.96494 -0.88513 -0.86054  -0.20
C: -0.12559 -1.92850 -0.84746  -0.26
N: 0.00263 -2.83423 0.29553  -0.12
C: 1.23111 -3.62970 0.29536  -0.14
H: -0.24607 3.23435 -1.23948  0.06
H: 0.28645 1.91687 -2.26102  0.07
H: 1.30438 2.47184 -0.95897  0.07
H: -0.77382 1.74830 0.58131  0.10
H: -1.15039 0.72706 -0.76154  0.09
H: 1.63379 0.72282 0.46034  0.10
H: 0.38574 -0.28346 1.09753  0.10
H: 1.90575 -1.38006 -0.59623  0.10
H: 1.20755 -0.46991 -1.83838  0.11
H: -0.18167 -2.49695 -1.79041  0.11
H: -1.09826 -1.44121 -0.76468  0.10
H: -0.77135 -3.48123 0.28759  0.09
H: 1.96686 -3.20941 0.98041  0.07
H: 1.02663 -4.62721 0.67528  0.07
H: 1.68183 -3.73904 -0.69778  0.08
O: -3.59489 5.20439 3.34685  -0.07
H: -3.17674 6.05796 3.16344  0.04
H: -3.13870 4.59646 2.75399  0.03

Properties
Net charge = 0
E_HOMO = -8.820 eV
SMILES = CCCCCNC.O
Energy relative to the best compared isomer or geometry (same formula, charge and spin) = 66.4 kJ/mol

=====

Entry 4:
# C6H17NO

A 2-piece molecular cluster, C6H17NO overall (ωB97M-V with the def2-TZVPD basis set, the OMol25 dataset).

Last column: Löwdin charge in e.
Element x y z (Å)
C: -1.24840 2.30822 0.22686  -0.04
C: -0.62104 1.05704 0.81386  -0.16
N: -0.10677 -0.02905 -0.06089  -0.02
C: -0.93151 -0.27027 -1.21749  -0.02
C: 1.59301 -1.73349 -0.39462  -0.03
C: 1.35182 -0.19260 -0.31850  -0.34
C: 1.83638 0.51603 -1.58456  -0.03
H: -0.44038 2.90011 -0.27123  0.10
H: -2.10575 2.10564 -0.42089  0.09
H: -1.53209 3.00688 1.01675  0.10
H: 0.22297 1.33483 1.46057  0.15
H: -1.50131 0.47666 1.18821  0.13
H: -1.35052 0.57508 -1.71699  0.10
H: -0.41575 -0.83854 -2.02811  0.11
H: -1.66410 -1.04027 -0.88862  0.14
H: 1.38593 -2.23004 0.56869  0.09
H: 0.80566 -2.16367 -1.01222  0.07
H: 2.53682 -2.14488 -0.78238  0.11
H: 2.05157 0.10284 0.48049  0.16
H: 1.35133 0.35480 -2.55631  0.09
H: 1.83051 1.60434 -1.43631  0.09
H: 2.85519 0.16301 -1.70960  0.10
H: -1.07740 -0.95401 1.72100  -0.04
H: -1.23880 -2.31534 2.35679  0.05
O: -1.57375 -1.41336 2.40518  -0.03

Properties
Net charge = +1
E_HOMO (spin up / spin down) = -15.200 / -15.195 eV
Spin multiplicity = 2
Energy relative to the best compared isomer or geometry (same formula, charge and spin) = 119.3 kJ/mol

=====

Entry 5:
# C6H17NO2

A 3-piece molecular cluster, C6H17NO2 overall (ωB97M-V with the def2-TZVPD basis set, the OMol25 dataset).

Last column: Löwdin charge in e.
Element x y z (Å)
C: -0.03497 2.76875 -0.59662  -0.11
C: -0.28011 1.69013 0.40882  -0.16
C: 0.64285 0.87596 0.90143  -0.12
C: 0.39941 -0.26009 1.85870  -0.19
C: -0.83062 -1.13128 1.51164  -0.45
C: -0.52947 -2.03031 0.29955  -0.05
N: -1.29004 -1.95951 2.64219  0.02
H: 0.97783 3.19068 -0.60813  0.08
H: -0.29968 2.51385 -1.62588  0.08
H: -0.68559 3.60260 -0.36449  0.07
H: -1.32828 1.59921 0.68124  0.10
H: 1.66840 1.06080 0.59696  0.10
H: 1.25684 -0.93671 1.91993  0.11
H: 0.32027 0.10223 2.89516  0.11
H: -1.64796 -0.46344 1.25655  0.11
H: -0.83694 -3.04819 0.53506  0.07
H: -1.06881 -1.77038 -0.60236  0.06
H: 0.53695 -2.02180 0.08690  0.07
H: -0.50146 -2.47584 3.02947  0.07
H: -1.61434 -1.34539 3.37837  0.06
O: -0.49422 -0.56746 -3.63106  -0.07
H: 0.35095 -0.99961 -3.78366  0.03
H: -1.26982 -1.14014 -3.65298  0.03
O: 2.31443 1.01414 -2.69497  -0.05
H: 2.48404 0.15573 -2.29657  0.03
H: 1.76034 1.57608 -2.14526  0.00

Properties
Net charge = 0
E_HOMO = -9.211 eV
SMILES = C/C=C/C[C@@H](C)N.O.O
Energy relative to the best compared isomer or geometry (same formula, charge and spin) = 98.8 kJ/mol

=====

Entry 6:
# C6H17NOP

An isolated ion of composition C6H17NOP and charge +1 (ωB97M-V with the def2-TZVPD basis set, the OMol25 dataset).

Last column: Löwdin charge in e.
Element x y z (Å)
C: 1.04034 2.38829 -0.33319  -0.02
N: 0.71348 1.05261 -0.78786  -0.04
C: 0.99145 -0.08777 0.12883  -0.63
C: 2.23190 -0.08764 0.91840  -0.07
P: 0.56284 -1.56261 -1.09195  1.00
C: -0.11871 -0.21220 1.22900  -0.18
C: -1.54388 -0.46114 0.84274  -0.17
O: -1.59140 -0.40985 -0.63274  -0.40
C: -2.72380 -0.97879 -1.18982  -0.10
H: 0.99506 3.24177 -1.03284  0.12
H: 0.21701 2.57808 0.29653  0.09
H: 2.03897 2.54865 0.10242  0.11
H: 1.08982 0.82182 -1.72927  0.16
H: -0.39852 0.96308 -0.77660  0.19
H: 2.87920 0.52220 0.36461  0.07
H: 2.20973 0.06360 1.97286  0.09
H: 2.74055 -1.07099 0.81237  0.10
H: 1.76809 -2.15946 -0.95935  -0.13
H: -0.13903 -2.30220 -0.02258  0.00
H: 0.14294 -1.02910 1.87799  0.12
H: 0.05645 0.71986 1.82758  0.14
H: -2.20949 0.30100 1.20841  0.13
H: -1.87165 -1.43420 1.13081  0.12
H: -2.80713 -0.74802 -2.24697  0.10
H: -3.59681 -0.57302 -0.77058  0.08
H: -2.67741 -2.08397 -1.13881  0.11

Properties
Net charge = +1
E_HOMO = -13.157 eV
SMILES = C[NH2+][C@](C)(P)CCOC
Energy relative to the best compared isomer or geometry (same formula, charge and spin) = 306.8 kJ/mol